{
  "formula": "C6H15AlN2O11P2",
  "method": "wB97M-V/def2-TZVPD",
  "e_lumo_ha": [0.211, 0.211],
  "molar_mass_g_mol": 380.12,
  "max_force_ha_per_bohr": 0.0954,
  "e_tot_ha": -2099.65403,
  "spin_multiplicity": 2,
  "homo_lumo_gap_ev": [3.30, 3.24],
  "charge": -3,
  "homo_energy_ev": [2.45, 2.51],
  "symbols": ["Al", "O", "H", "P", "O", "O", "O", "O", "P", "O", "O", "O", "O", "C", "O", "N", "C", "C", "H", "H", "H", "H", "H", "H", "H", "C", "O", "N", "C", "C", "H", "H", "H", "H", "H", "H", "H"],
  "coordinates": [[3.561, 2.003, -19.386], [1.039, 1.455, -20.876], [1.369, 0.807, -21.529], [4.875, 5.501, -19.629], [4.029, 6.726, -19.154], [5.629, 5.736, -20.910], [3.719, 4.739, -20.445], [5.202, 4.336, -18.657], [0.606, 3.554, -17.891], [-0.604, 2.748, -18.384], [1.838, 2.778, -17.292], [0.470, 5.046, -17.421], [1.162, 3.871, -19.291], [2.489, 0.111, -16.142], [3.115, 0.293, -17.173], [2.874, -0.665, -15.158], [1.981, -0.714, -13.954], [4.104, -1.397, -15.035], [1.453, 0.473, -16.050], [1.154, -0.021, -14.110], [2.694, -0.529, -13.151], [1.635, -1.734, -13.785], [4.824, -1.323, -15.850], [4.564, -0.976, -14.142], [4.017, -2.423, -14.677], [7.166, 0.916, -20.563], [5.995, 1.421, -20.602], [8.241, 1.705, -20.198], [9.418, 1.167, -19.561], [8.012, 3.062, -20.162], [7.372, -0.164, -20.613], [9.742, 0.325, -20.174], [9.180, 0.778, -18.571], [10.410, 1.618, -19.589], [7.229, 3.384, -20.850], [7.655, 3.336, -19.169], [8.825, 3.672, -20.556]]
}



{
  "formula": "C5H9N2P",
  "method": "wB97M-V/def2-TZVPD",
  "e_lumo_ha": 0.027,
  "molar_mass_g_mol": 128.12,
  "max_force_ha_per_bohr": 0.0914,
  "e_tot_ha": -646.67457,
  "homo_lumo_gap_ev": 9.36,
  "charge": 0,
  "relative_energy_kj_mol": 209.3,
  "homo_energy_ev": -8.62,
  "symbols": ["C", "C", "C", "C", "C", "N", "N", "P", "H", "H", "H", "H", "H", "H", "H", "H", "H"],
  "coordinates": [[2.755, 0.826, -0.048], [1.545, 0.941, 0.608], [1.743, -1.012, -0.292], [-0.429, -0.638, 0.787], [-1.477, -0.109, -0.769], [2.847, -0.383, -0.638], [0.863, -0.229, 0.425], [-3.145, -0.197, 0.035], [3.576, 1.432, 0.010], [1.009, 1.818, 0.994], [1.377, -1.903, -0.827], [-0.987, 0.008, 1.510], [-0.591, -1.812, 0.949], [-1.431, -0.929, -1.454], [-0.889, 0.923, -1.025], [-3.835, 0.290, -1.096], [-2.931, 0.974, 0.830]]
}